Below is a cluster of 3 separate species, C37H79BrN4O13P3Si in total in a non-equilibrium geometry, with properties calculated with the ωB97M-V functional and the def2-TZVPD basis.

Geometry as XYZ:
```
138
Properties=species:S:1:pos:R:3:forces:R:3:lowdin_charge:R:1
Br 1.198 2.777 -2.223 0.11 -0.37 -0.61 0.817
P -6.147 -0.850 6.662 6.22 4.55 -3.68 0.653
P -0.833 1.194 -6.777 0.04 0.12 -2.65 0.601
P 6.787 1.681 3.284 -7.67 -3.35 1.36 0.654
Si 4.834 -1.208 -4.057 1.15 -0.46 -1.06 0.472
O 3.179 -1.624 -4.190 0.29 0.57 0.77 -0.240
O -6.012 -2.021 5.717 -3.15 -1.07 2.43 -0.228
O -6.348 0.358 5.562 -0.67 -0.34 0.53 -0.221
O 0.006 0.662 -7.864 -0.07 -0.08 1.47 -0.227
O -2.420 1.253 -7.325 1.69 1.13 1.61 -0.137
O -2.589 3.747 -2.542 0.33 -0.79 -0.26 -0.047
O 6.271 3.090 3.116 4.05 0.35 -0.64 -0.223
O 7.625 0.244 3.519 1.62 2.85 -0.82 -0.215
O -6.440 0.257 7.891 -1.83 -2.84 -0.24 -0.215
O 5.860 0.923 2.151 0.85 0.11 -0.16 -0.219
O -0.333 2.748 -6.462 -1.77 -1.41 0.19 -0.130
O 5.880 1.306 4.618 1.12 0.16 0.24 -0.236
O -4.527 -0.649 6.943 -0.56 -0.48 0.90 -0.234
N 0.017 -3.242 -6.986 -1.47 1.38 1.00 0.086
N -2.835 -1.138 2.186 -0.19 -0.18 -0.38 -0.006
N -2.010 0.449 -4.289 -0.58 -0.33 -0.67 -0.007
N -4.855 1.852 -4.581 -0.05 -0.15 0.05 -0.006
C 5.695 -1.649 -5.714 0.02 0.77 0.27 -0.173
C 0.578 -0.055 -2.970 -0.22 -0.18 0.97 -0.369
C -6.237 -0.164 9.255 0.22 0.28 0.58 -0.263
C 7.402 0.218 0.404 0.08 0.01 -0.01 -0.082
C -3.017 2.393 -2.856 -0.48 1.52 -0.30 -0.293
C 1.626 0.847 -2.192 0.46 -1.15 0.51 -0.558
C 1.021 -1.585 -2.888 0.16 0.16 -0.88 -0.097
C -0.795 0.068 -2.157 0.30 -0.73 -0.52 -0.093
C -1.934 -0.444 -3.097 0.15 -1.55 2.89 -0.206
C -1.205 -3.799 -6.969 -1.35 -1.23 -0.31 -0.134
C -0.888 0.078 -5.237 0.89 -0.40 -1.45 -0.302
C 5.128 0.658 -3.772 -0.31 0.08 0.15 -0.160
C -2.468 -3.276 -6.504 1.46 1.99 0.60 -0.022
C -1.090 -1.349 -5.894 -0.63 -0.02 0.64 -0.152
C 0.489 0.293 -4.514 0.44 1.88 0.95 -0.086
C 5.764 -2.211 -2.719 -0.31 0.61 -0.02 -0.171
C -8.635 1.136 5.857 -0.07 -0.06 0.07 -0.087
C 4.043 2.782 5.203 -0.22 -0.09 -0.04 -0.075
C -2.053 1.915 -3.998 -0.43 1.95 0.56 -0.095
C -4.534 2.534 -3.300 -0.82 -1.24 0.48 -0.179
C -2.964 -1.791 5.479 0.03 0.11 -0.05 -0.090
C -2.827 -1.963 -0.170 -1.21 -0.16 1.08 -0.187
C 1.095 1.367 0.393 0.09 -0.90 1.06 -0.171
C -3.637 -1.761 6.838 0.30 -0.13 -0.25 -0.301
C 1.780 0.409 -0.655 0.11 1.22 0.11 -0.244
C -2.428 -1.951 -5.920 2.61 -1.56 -1.24 0.002
C 0.086 -1.998 -6.442 -1.41 -0.41 0.07 -0.074
C 8.568 0.171 4.607 0.23 -0.47 0.47 -0.261
C -3.331 -0.751 -2.399 -0.61 1.05 0.19 -0.116
C -4.808 0.081 9.720 0.25 -0.42 0.03 -0.074
C 7.911 -0.295 5.899 -0.05 0.37 0.30 -0.073
C -3.337 -0.615 -0.830 -0.57 -1.29 -0.19 -0.195
C 6.198 1.065 0.778 0.14 -0.06 -0.21 -0.301
C -7.613 0.507 4.927 -0.25 0.14 -0.05 -0.301
C -3.497 -2.114 1.277 0.90 0.78 -0.82 -0.249
C 2.548 -1.857 -2.915 0.54 -1.20 0.30 -0.251
C 5.460 2.337 5.513 -0.33 0.19 0.06 -0.300
H -2.840 0.297 -0.427 -0.14 -0.73 -0.44 0.100
H 6.157 3.175 5.495 -0.11 0.01 -0.14 0.106
H -4.770 0.195 10.805 -0.15 0.07 -0.04 0.079
H -5.556 2.376 -5.112 0.42 -0.23 0.23 0.087
H -3.345 -1.465 -5.535 0.72 -0.33 -0.29 0.111
H -4.838 3.602 -3.368 0.60 -0.72 0.11 0.130
H 6.066 -2.699 -5.745 -0.55 0.72 -0.21 0.037
H 9.320 -0.562 4.313 -0.03 0.13 -0.22 0.116
H 9.070 1.130 4.744 0.06 -0.05 0.00 0.115
H 1.102 -1.542 -6.469 -1.16 -0.22 0.15 0.130
H -1.825 -1.199 2.042 -0.27 -0.10 0.27 0.065
H 5.965 0.987 -4.434 -0.66 -0.24 0.48 0.041
H -6.518 -1.211 9.379 -0.03 0.03 0.07 0.114
H -0.966 1.062 -1.687 0.11 -0.54 -0.73 0.084
H -2.549 2.179 -7.610 -0.45 -0.64 -0.24 0.082
H -1.250 -4.837 -7.385 0.14 1.01 0.33 0.118
H 7.100 -0.996 5.705 0.09 -0.03 -0.09 0.088
H 3.787 3.677 5.774 0.00 -0.04 0.01 0.079
H 3.901 2.993 4.143 0.23 0.11 0.03 0.070
H -3.676 -1.682 4.663 -0.07 -0.13 0.13 0.047
H 7.497 0.549 6.451 -0.09 -0.12 -0.05 0.060
H 5.264 -2.046 -1.729 0.63 -0.52 -0.64 0.029
H 5.822 -3.283 -3.020 -0.11 0.74 0.51 0.044
H 8.307 0.591 0.889 0.01 -0.02 -0.08 0.069
H -4.158 -0.086 -2.787 0.94 -0.44 0.18 0.093
H 3.333 1.993 5.462 0.04 0.02 0.06 0.075
H -3.395 -3.161 1.654 0.02 0.93 -0.17 0.114
H 4.218 1.262 -4.038 0.92 -0.36 0.34 0.032
H -1.603 -1.492 -3.338 -0.08 1.35 -0.81 0.158
H -8.881 0.460 6.679 -0.06 0.04 -0.03 0.067
H 5.492 1.926 6.526 0.06 -0.17 -0.11 0.112
H -7.460 1.157 4.063 0.16 -0.06 0.04 0.114
H -1.725 -1.987 0.012 -0.74 -0.08 -0.43 0.094
H -3.151 -2.859 -0.769 0.48 0.94 0.21 0.114
H 1.373 -0.176 -5.001 -0.99 0.10 0.07 0.121
H -3.072 -0.179 1.912 -0.12 -0.46 0.20 0.068
H -2.390 4.205 -3.376 -0.17 -0.04 0.39 0.099
H 7.263 -0.815 0.727 -0.05 0.05 -0.04 0.084
H -4.169 -0.768 9.473 0.03 0.14 -0.06 0.060
H 1.073 0.798 1.367 0.05 0.52 -0.87 0.085
H 1.693 2.287 0.619 -0.72 -0.73 -0.54 0.070
H -6.911 0.438 9.866 -0.15 -0.06 -0.20 0.115
H 5.330 0.735 0.202 -0.07 0.03 0.14 0.094
H 1.402 -0.618 -0.450 0.42 0.65 -0.50 0.106
H -3.416 -3.844 -6.583 0.94 0.37 0.00 0.111
H -4.382 0.966 9.252 -0.13 0.03 0.02 0.088
H -1.059 2.378 -3.789 -0.54 -1.04 0.07 0.085
H -4.420 -0.536 -0.526 0.98 0.03 -0.33 0.122
H 3.147 -1.324 -2.129 -0.97 -0.26 -0.35 0.091
H 2.649 0.776 -2.643 -1.17 0.17 0.12 0.060
H -5.276 0.937 -4.399 0.05 0.48 -0.11 0.068
H 6.372 2.121 0.542 -0.05 -0.02 -0.02 0.113
H 5.035 -1.366 -6.569 0.55 -0.57 0.45 0.037
H 2.688 -2.955 -2.688 -0.24 0.99 -0.09 0.141
H 2.882 0.457 -0.437 -1.03 -0.35 -0.13 0.106
H -4.581 -1.856 1.219 0.76 -0.34 0.07 0.111
H 8.644 -0.769 6.555 0.06 -0.05 -0.16 0.080
H -4.156 -2.697 7.050 -0.04 0.05 -0.15 0.105
H 6.807 -1.792 -2.660 -0.94 -0.42 -0.04 0.048
H -1.128 3.311 -6.424 0.64 0.19 0.18 0.072
H -2.940 0.284 -4.719 0.55 0.04 -0.26 0.138
H -3.689 -1.793 -2.625 0.59 0.96 -0.01 0.122
H 0.586 -2.144 -2.025 0.37 0.65 -0.43 0.126
H -2.417 -2.727 5.341 0.01 0.03 0.02 0.077
H -2.937 1.855 -1.888 0.04 0.21 -0.89 0.123
H -8.243 2.054 6.298 0.00 -0.03 -0.08 0.082
H -5.183 2.062 -2.507 0.70 0.74 -0.44 0.123
H -2.258 -0.962 5.388 0.00 -0.04 0.03 0.073
H 7.563 0.235 -0.677 0.00 0.03 0.02 0.067
H -2.448 2.467 -4.897 0.26 -1.10 0.60 0.119
H 5.451 0.848 -2.716 -0.45 0.05 -0.80 0.030
H -7.963 -0.462 4.557 0.03 0.02 -0.02 0.108
H -0.695 -0.653 -1.303 -0.30 0.71 -0.83 0.107
H 0.692 1.403 -4.586 -0.10 -1.04 0.06 0.083
H 6.595 -0.975 -5.785 -0.75 -0.66 0.07 0.038
H -2.874 -1.646 7.614 -0.12 0.18 0.05 0.110
H 0.591 -2.071 -3.810 0.49 0.23 0.92 0.121
H 0.024 1.600 0.170 1.02 0.02 0.03 0.052
H -9.556 1.367 5.318 0.03 -0.03 0.00 0.077
```
Forces are in eV/Å.

For the HOMO energy, the calculation gives -11.2 eV. The total charge is +1. As for the spin multiplicity: 1.